This record from the OMol25 dataset describes the molecule C3H6Si. The level of theory is ωB97M-V with the def2-TZVPD basis set.

ORCA input file:
```
! RIJCOSX wB97M-V def2-TZVPD def2/J DEFGRID3
* xyz 0 1
Si -0.41996 -1.42107 0.41641
C 0.45997 0.29724 0.35665
C 0.67694 0.96101 -1.03683
C -0.19593 1.54247 -0.25400
H 0.57995 -2.33143 0.05843
H -1.78789 -1.31627 -0.37214
H -0.95592 -1.73727 1.69621
H 1.34820 0.45996 1.09808
H 1.31370 1.20283 -1.78902
H -1.01907 2.34253 -0.17380
*
```

SMILES string: [SiH3]C1C=C1
Relative energy (zero: lowest compared OMol25 entry of this formula, charge and spin), eV: 1.894
Frontier orbital gap, eV: 10.2
LUMO level, eV: 1.253
E_HOMO, eV: -9.0
E, eV: -11081.7517

These are the Löwdin partial charges, in e, on atoms 1 to 4:
1 Si 0.642
2 C -0.436
3 C -0.084
4 C -0.107